Here is 2 unconnected molecules or ions with the total composition C2H8NO2 from the OMol25 dataset. Energies are from ωB97M-V/def2-TZVPD.

Geometry as XYZ:
```
13
Properties=species:S:1:pos:R:3:forces:R:3
O 0.238094 0.525044 -0.497675 -1.41 0.69 -0.16
O 1.647749 1.742723 1.581851 -0.51 -1.34 -0.02
N -1.327601 -1.191832 -1.087031 6.12 -4.62 1.85
C -0.044486 -0.445606 -1.591776 1.77 -0.25 -0.44
C 0.666565 0.929781 1.731103 1.38 -2.86 -0.91
H -1.685522 -1.876171 -1.723064 0.00 -0.52 -0.69
H 2.386816 1.174762 1.334132 1.04 0.41 -0.20
H 0.898109 -1.159540 -1.682097 -2.28 1.11 0.74
H -1.902265 -0.477345 -1.059246 -4.12 4.07 0.89
H -0.205151 1.372330 2.038863 -2.21 1.04 0.52
H 0.743186 -0.229291 1.815477 0.38 2.38 -0.17
H -1.076310 -1.675958 -0.149549 -1.37 1.02 -1.57
H -0.339185 1.311103 -0.710988 1.21 -1.14 0.17
```
Forces are in eV/Å.

Output
ΔE to the lowest compared entry with this formula, charge and spin = 628.0 kJ/mol
Net charge = +1
HOMO-LUMO gap (alpha / beta) = 5.899 / 5.916 eV